Record 1
{
  "formula": "C4H2N4OS",
  "method": "ωB97M-V/def2-TZVPD",
  "elements": ["C", "C", "C", "C", "H", "H", "N", "N", "N", "N", "O", "S"],
  "coordinates": [[-1.09, 1.34, -0.04], [-1.69, -0.94, -0.11], [0.54, -0.60, 0.13], [0.31, 0.84, 0.08], [-2.45, -1.75, -0.11], [2.21, -1.79, 0.15], [-2.04, 0.30, -0.15], [-0.44, -1.49, 0.09], [1.85, -0.79, 0.00], [1.39, 1.61, -0.12], [-1.30, 2.56, 0.14], [2.72, 0.70, -0.05]],
  "mulliken_charge": [0.29, 0.06, 0.63, 0.52, 0.36, 0.34, -0.52, -0.71, -0.19, -0.42, -0.54, 0.18],
  "multiplicity": 1,
  "orbital_gap_ev": 7.6,
  "homo_energy_ev": -9.19,
  "total_energy_ev": -23021.9260
}

---

Record 2
{
  "formula": "C3H17NO5",
  "method": "ωB97M-V/def2-TZVPD",
  "elements": ["C", "C", "C", "N", "H", "H", "H", "H", "H", "H", "H", "H", "H", "O", "H", "H", "O", "H", "H", "O", "H", "H", "O", "H", "H", "O"],
  "coordinates": [[-1.13, 1.59, -2.09], [-1.63, 0.27, -1.50], [0.64, -0.65, -1.14], [-0.59, -0.61, -1.06], [-0.70, 1.51, -3.08], [-1.93, 2.33, -2.12], [-0.40, 2.09, -1.43], [-2.35, -0.19, -2.18], [-2.21, 0.49, -0.60], [1.28, -0.01, -1.76], [1.18, -1.54, -0.80], [0.53, 0.68, 3.94], [0.57, -0.79, 3.73], [1.02, 0.01, 3.43], [2.11, 0.29, 1.77], [2.68, 0.90, 0.63], [1.89, 0.37, 0.82], [0.13, -2.82, 0.22], [-0.53, -2.34, 1.46], [-0.01, -3.09, 1.13], [-3.15, -1.76, 1.08], [-1.85, -1.64, 1.80], [-2.80, -1.69, 1.98], [2.52, 2.67, -2.02], [1.98, 1.68, -1.03], [2.74, 2.25, -1.18]],
  "mulliken_charge": [-1.19, -0.20, -0.16, 0.09, 0.36, 0.37, 0.36, 0.36, 0.29, 0.49, 0.11, 0.32, 0.30, -0.63, 0.29, 0.36, -0.57, 0.31, 0.25, -0.52, 0.34, 0.23, -0.56, 0.35, 0.27, -0.61],
  "charge": 1,
  "multiplicity": 2,
  "orbital_gap_ev": [10.3, 6.4],
  "homo_energy_ev": [-15.01, -15.01],
  "total_energy_ev": -15103.8593
}